(1)
# C6H8N2OS

The molecule C6H8N2OS (wB97M-V/def2-TZVPD, the Open Molecules 2025 dataset).

The calculation puts the total energy at -816.2539 hartree. The LUMO energy is 0.56 eV. The HOMO energy is -9.19 eV. As for the spin multiplicity: 1. As for the frontier orbital gap: 9.76 eV.

Each line ends with the Mulliken charge.
Geometry (Å):
C 2.6018 -0.5559 -0.3024  -0.3627
C 0.9685 -1.8195 0.1975  0.1119
C 1.5539 0.3029 -0.2397  -0.0412
C -0.6251 0.4305 -0.0094  0.6431
C -1.3928 0.5400 1.2487  -1.3864
C -1.4980 0.1065 -1.4002  -0.9450
N 2.2277 -1.8001 -0.1105  -0.5796
N 0.4945 -0.5199 0.0475  0.0776
O 0.7371 2.6024 0.9339  -0.5493
S 0.5795 1.8658 -0.2991  0.3368
H 3.5767 -0.3945 -0.7859  0.3663
H 0.3177 -2.7202 0.5167  0.2888
H -0.6805 0.9109 1.9784  0.4439
H -1.6917 -0.4216 1.6069  0.3522
H -2.1919 1.3478 1.4302  0.3253
H -1.8990 1.1713 -1.7597  0.2923
H -2.2274 -0.6271 -0.9087  0.3139
H -0.8508 -0.4192 -2.1442  0.3120


(2)
# C6H8N2S

A structure of composition C6H8N2S (wB97M-V/def2-TZVPD, the Open Molecules 2025 dataset).

The calculation puts the total energy at -740.9515 hartree. The LUMO energy (alpha / beta) is -0.41 / -0.45 eV. The HOMO energy (alpha / beta) is -7.52 / -7.63 eV. As for the spin multiplicity: 1. As for the frontier orbital gap (alpha / beta): 7.11 / 7.19 eV.

Each line ends with the Mulliken charge.
Geometry (Å):
C 0.1988 -1.5980 0.3705  0.2371
C 0.2036 -2.3817 -0.7115  -1.0457
C 1.0182 0.8987 -0.9009  -0.9153
C -0.4625 0.7832 -0.5903  0.6872
C -0.0650 -0.1866 0.4215  0.4951
C -1.0129 2.0597 0.0295  -1.5381
N 0.4503 -2.1679 1.6025  -0.1898
N 0.5323 -1.4168 2.5282  -0.4349
S 0.3238 0.2020 2.1059  0.0896
H 0.1899 -3.5256 -0.5441  0.2551
H -0.0413 -1.9734 -1.6117  0.3664
H 1.5127 0.2150 -1.5095  0.3738
H 1.7095 1.6344 -0.4458  0.2366
H -1.2964 0.3086 -1.2742  0.2842
H -1.0155 2.8899 -0.6315  0.3683
H -0.2676 2.2725 0.7703  0.3681
H -1.9779 1.9858 0.3911  0.3622


(3)
# C6H8N4O

The molecule C6H8N4O (wB97M-V/def2-TZVPD, the Open Molecules 2025 dataset).

The calculation puts the total energy at -527.6082 hartree. The LUMO energy is 0.49 eV. The HOMO energy is -8.78 eV. The structure (SMILES) is NNC(=O)Nc1cccnc1. As for the spin multiplicity: 1. As for the frontier orbital gap: 9.27 eV.

Each line ends with the Mulliken charge.
Geometry (Å):
N 4.1062 -0.3225 -0.0551  -0.5911
N 2.9469 0.5020 0.0507  -0.2333
C 1.7760 -0.2480 0.0525  0.5089
O 1.7105 -1.4773 0.1325  -0.6373
N 0.6232 0.5802 0.0129  -0.1767
C -0.7146 0.1341 -0.0175  0.3303
C -1.7543 1.1310 0.0539  -0.7608
C -3.0767 0.7107 0.0534  -0.2870
C -3.3333 -0.6624 0.0273  -0.3699
N -2.3895 -1.6487 -0.0319  -0.5958
C -1.1417 -1.1386 -0.0703  -0.1530
H 3.7094 -1.0107 -0.5154  0.3229
H 4.2846 -0.4023 0.8191  0.2800
H 3.0279 1.3350 -0.6843  0.2795
H 0.6466 1.7006 -0.0256  0.2677
H -1.5656 2.1525 0.1644  0.3575
H -3.8529 1.5277 0.0649  0.2909
H -4.3883 -0.9400 -0.0363  0.3323
H -0.6144 -1.9233 0.0048  0.8348


(4)
# C6H8N4O

A cluster of 2 separate species, C6H8N4O in total (wB97M-V/def2-TZVPD, the Open Molecules 2025 dataset).

The calculation puts the total energy at -527.4509 hartree. The LUMO energy (alpha / beta) is 0.67 / -2.33 eV. The HOMO energy (alpha / beta) is -4.57 / -8.73 eV. As for the spin multiplicity: 3. As for the frontier orbital gap (alpha / beta): 5.24 / 6.40 eV. Its expectation value of S² is 2.02.

Each line ends with the Löwdin spin population.
Geometry (Å):
C 1.3952 0.1030 1.6747  0.1101
C 1.2428 0.5837 0.3712  0.4229
C 0.5389 -0.8387 2.1951  0.2596
C 0.3517 -0.0925 -0.5219  0.3015
C -0.3737 -1.1204 0.1193  0.1928
C 0.9071 1.1824 -2.7055  0.0250
N -0.3233 -1.3908 1.3838  0.3091
N -2.9355 0.3406 1.6715  0.0028
N 0.1702 0.1590 -1.9479  0.2911
N -3.3759 -0.6704 1.7518  0.0013
O -3.9748 -1.6537 1.7865  0.0000
H 2.2167 0.5427 2.2255  0.0018
H 1.5908 1.5518 0.1464  0.0324
H 0.5946 -1.1992 3.2318  0.0128
H 1.1740 2.0110 -2.0896  0.0058
H 1.9618 0.7560 -2.9598  0.0145
H 0.4121 1.5792 -3.4967  0.0000
H -0.9358 -1.7511 -0.4478  0.0083
H -0.6369 -0.0927 -2.3884  0.0084


(5)
# C6H8N4O2

A cluster of 2 separate species, C6H8N4O2 in total (wB97M-V/def2-TZVPD, the Open Molecules 2025 dataset).

The calculation puts the total energy at -602.7670 hartree. The LUMO energy (alpha / beta) is -0.52 / -1.60 eV. The HOMO energy (alpha / beta) is -8.81 / -8.33 eV. As for the spin multiplicity: 1. As for the frontier orbital gap (alpha / beta): 8.29 / 6.74 eV.

Each line ends with the Mulliken charge.
Geometry (Å):
C 2.3516 -0.5913 1.2422  -0.5723
C 2.0926 0.5082 0.4640  0.6066
C 2.1245 -1.7447 0.3777  0.4576
C -0.5573 0.6261 -0.3677  0.3261
C -2.5759 1.3219 -0.5858  -0.3961
C -2.5936 -0.1791 0.0096  -0.4818
N 1.7667 -1.1220 -0.7795  0.1560
N -1.1646 1.5572 -0.7953  -0.4909
N 1.7436 0.2015 -0.7817  -0.6649
N -1.1282 -0.4541 0.2261  -0.2143
O 2.2252 1.7956 0.8854  -0.5020
O 2.3098 -2.9102 0.5499  -0.6025
H 2.2804 -0.6453 2.2888  0.3770
H -3.1526 1.3618 -1.4988  0.3387
H -2.9879 1.9891 0.2679  0.2430
H -3.0969 -0.4677 0.9088  0.3405
H -2.9866 -0.8154 -0.7423  0.2388
H 1.7130 -1.5740 -1.6821  0.2078
H 2.1898 2.3466 0.0594  0.3852
H -0.5535 -1.2041 -0.0467  0.2475


(6)
# C6H8NO3P

The molecule C6H8NO3P (wB97M-V/def2-TZVPD, the Open Molecules 2025 dataset).

The calculation puts the total energy at -855.1165 hartree. The LUMO energy (alpha / beta) is -2.01 / -1.52 eV. The HOMO energy (alpha / beta) is -8.32 / -9.08 eV. As for the spin multiplicity: 1. As for the frontier orbital gap (alpha / beta): 6.31 / 7.56 eV.

Each line ends with the Mulliken charge.
Geometry (Å):
C -2.3594 -0.8355 -4.5002  0.1446
C -1.4776 -1.0562 -3.7143  -0.5200
C -0.7732 -0.6411 -1.4668  -0.2987
C -0.4700 -1.3081 -2.7096  0.4369
C 1.4626 -0.8274 -0.6889  -1.0334
C -0.1354 0.7860 3.2095  -0.6165
N 0.0813 -0.4440 -0.4828  0.1659
O -1.6753 -0.6053 1.4795  -0.5937
O 0.4001 -2.1293 -2.9818  -0.5375
O 0.5760 0.4934 2.0169  -0.2621
P -0.2439 -0.6942 1.1900  0.4190
H -2.8895 -0.4027 -5.3004  0.4301
H -1.7518 -0.1253 -1.4092  0.3260
H 1.6375 -1.8723 -0.8659  0.3667
H 1.9242 -0.4259 -1.6128  0.3548
H 1.8591 -0.4606 0.1928  0.4353
H 0.2608 1.7617 3.5062  0.2113
H 0.0944 -0.1827 3.8203  0.2670
H -1.2102 0.8373 2.9639  0.3043